1.
DFT (ωB97M-V/def2-TZVPD) results for a 2-piece molecular cluster, C2H3N2O2 overall in a non-equilibrium geometry.

Summary:
Total charge = -1
LUMO level (spin up / spin down) = 4.1 / 4.2 eV
HOMO energy (spin up / spin down) = -3.9 / -4.0 eV
Calculated total energy = -337.75655 Eh
Relative energy (zero: lowest compared OMol25 entry of this formula, charge and spin) = 663.8 kJ/mol
Kohn-Sham gap (spin up / spin down) = 7.9 / 8.1 eV
Multiplicity = 1

CARTESIAN COORDINATES (ANGSTROEM)
1 O 3.09329 -0.68877 -0.81293
2 H -1.84875 0.79264 -0.83321
3 H -0.81031 -0.63825 1.57528
4 C -1.52467 -0.12990 0.97670
5 C -1.30304 0.23103 -0.20380
6 O 1.91774 1.19348 -0.37692
7 N 1.01889 -0.81701 -1.02352
8 H -2.47512 0.06215 1.44400
9 N 1.93198 -0.00536 -0.74562



2.
DFT (ωB97M-V/def2-TZVPD) results for C5H11NO as an isolated structure in a non-equilibrium geometry.

Summary:
LUMO level = 1.1 eV
HOMO energy = -9.1 eV
Calculated total energy = -326.96742 Eh
Relative energy (zero: lowest compared OMol25 entry of this formula, charge and spin) = 430.4 kJ/mol
Kohn-Sham gap = 10.2 eV
Multiplicity = 1

CARTESIAN COORDINATES (ANGSTROEM)
1 H 1.04503 -1.53647 -0.84654
2 H -3.25197 -0.08686 -0.19264
3 H 1.83334 0.31239 1.54268
4 O -1.98219 1.52276 -0.41284
5 H 1.05875 -1.34986 1.62123
6 C 1.21642 -0.53910 -0.43617
7 H -1.01430 1.57124 -0.25811
8 H 3.06064 -0.06676 -1.46190
9 C 1.22336 -0.44050 1.04483
10 H 1.60128 0.52786 -2.27567
11 C 2.06630 0.36633 -1.29742
12 H -2.70004 0.60266 1.49114
13 C -2.34554 0.36787 0.19690
14 C -1.18883 -0.61661 0.42111
15 H -1.24068 -1.62542 -0.03807
16 H 2.19379 1.33964 -0.81276
17 H -1.66996 -0.41042 1.43548
18 N 0.09461 0.06128 0.27878



3.
DFT (ωB97M-V/def2-TZVPD) results for C21H14IN3SeTc as an isolated structure in a non-equilibrium geometry.

Summary:
Total charge = +2
LUMO level (spin up / spin down) = -9.7 / -8.6 eV
HOMO energy (spin up / spin down) = -14.8 / -14.9 eV
Calculated total energy = -3752.15713 Eh
Kohn-Sham gap (spin up / spin down) = 5.2 / 6.3 eV
Multiplicity = 2

CARTESIAN COORDINATES (ANGSTROEM)
1 H 5.39177 0.65629 0.20821
2 H 0.40278 3.07658 -2.65420
3 C -4.51110 -0.62155 -0.97611
4 C -5.04688 -1.89838 -0.84842
5 H -6.11597 -2.04982 -0.93424
6 Se 1.70574 -2.46981 -1.18035
7 C 4.43239 -2.94247 -0.61106
8 C -0.20860 0.82850 2.11448
9 C -2.84152 -2.71504 -0.49653
10 H 0.41657 0.64122 -2.49887
11 C 5.71711 -2.54489 -0.24841
12 H -4.56279 -3.97219 -0.50751
13 C -4.19007 -2.96230 -0.60928
14 C -0.00875 2.77232 0.74363
15 C 5.09510 -0.36077 -0.02438
16 N 6.05528 -1.28735 0.04476
17 H 6.51076 -3.28098 -0.19416
18 H -0.33757 3.60353 4.02985
19 C -5.33397 0.53807 -1.21620
20 H -0.41742 1.14796 4.23929
21 C 0.26870 1.22493 -1.59835
22 C 0.14389 3.36629 -0.52840
23 C -0.11696 3.56986 1.89238
24 H -2.70675 0.53787 -0.97163
25 H 4.21299 -3.97470 -0.84537
26 H 0.17106 4.44899 -0.59466
27 N -5.96324 1.48486 -1.37983
28 I -0.26294 -1.24180 2.27843
29 H 3.03628 0.14641 -0.41540
30 C 3.77949 -0.63836 -0.36952
31 C 0.05873 0.55303 -0.35120
32 C -0.30662 1.60298 3.26250
33 H -0.09021 4.64883 1.79175
34 H -2.14579 -3.52727 -0.30189
35 C -0.26001 2.98823 3.14364
36 C 3.47062 -1.95528 -0.65999
37 C -3.14464 -0.44436 -0.86442
38 Tc -0.20402 -1.42851 -0.39525
39 N -2.31611 -1.47196 -0.62124
40 C 0.27570 2.59505 -1.69324
41 C -0.05305 1.35598 0.84119



4.
DFT (ωB97M-V/def2-TZVPD) results for C33H88O35S11V as an isolated structure in a non-equilibrium geometry.

Summary:
Total charge = +1
LUMO level = -2.6 eV
HOMO energy = -12.0 eV
Calculated total energy = -9267.13788 Eh
Relative energy (zero: lowest compared OMol25 entry of this formula, charge and spin) = 20.5 kJ/mol
Kohn-Sham gap = 9.4 eV
Multiplicity = 1

CARTESIAN COORDINATES (ANGSTROEM)
1 O -4.47540 4.91769 0.01756
2 H 4.43354 2.72652 -2.57076
3 H 0.97686 -4.41598 -1.80476
4 H 3.05776 -2.50896 -3.55390
5 H 1.19609 -2.45795 -3.84455
6 H 1.66410 4.80221 0.06331
7 H -0.61052 9.58325 -2.30579
8 H 3.80556 5.72314 -4.44487
9 H -0.09514 8.75010 -0.88103
10 H 3.98667 -6.83819 1.58818
11 H -2.94497 -3.64563 -2.99886
12 O -2.94314 -4.73857 0.57226
13 S -3.09345 0.43949 1.90598
14 H 4.77758 2.20807 -4.31321
15 C 5.33618 -0.84187 -0.00686
16 H 0.57911 10.38311 -1.40339
17 H -5.86733 -0.05730 2.46132
18 H -2.08850 -2.20079 -1.33800
19 H 6.30062 -0.93181 0.49300
20 C 4.98306 -0.62017 3.08824
21 O -1.05679 -5.58192 2.15538
22 O -1.92095 0.47510 1.02637
23 O -1.54394 4.42909 2.78298
24 H 0.88754 -1.33362 3.40391
25 H 0.65272 -4.36239 3.31491
26 H -7.44407 -1.09990 1.05384
27 H 0.91970 -6.00843 -1.02742
28 H -6.85432 3.56930 -1.28493
29 C 0.26794 9.37956 -1.69348
30 H -4.64013 -2.94813 -2.96310
31 C -1.05058 5.91517 0.51588
32 O 1.72479 -5.06403 -4.40605
33 H -5.29774 -1.53813 2.37703
34 H -1.90823 5.60445 -0.08077
35 H 2.49274 1.46398 -3.40583
36 O 2.24562 1.35029 3.99015
37 H 2.30897 6.70103 -4.80269
38 H -6.49676 -0.06325 -0.12209
39 O 3.08950 6.29748 -1.32031
40 C -3.78588 2.17723 1.98868
41 S 0.93975 1.11199 3.39245
42 H 0.71867 -9.88210 -5.75006
43 O -4.38365 0.68959 -2.30011
44 C -5.43921 -0.70126 1.69311
45 S 4.32659 -4.87103 0.38352
46 O 3.65367 -4.16636 -0.73147
47 C 0.40022 -0.53631 3.96509
48 C 2.12373 -1.94794 -3.58479
49 H -4.81733 2.22266 2.33820
50 S -0.68482 4.34462 1.59613
51 S 1.75087 -6.04665 -3.31305
52 H -1.51739 -3.18729 3.44238
53 H -5.91663 2.78440 -2.53441
54 C -5.09982 6.32171 1.84286
55 S 2.24993 6.02260 -2.50458
56 H 0.49792 -0.58432 5.04964
57 H -1.41445 -8.59316 3.57190
58 O -0.18459 2.11067 4.06018
59 S -1.81626 -4.31058 1.40807
60 H -5.81627 7.03003 2.25887
61 C -5.45660 5.87204 0.47828
62 H 4.87412 -0.04003 4.00457
63 H 3.16851 5.77894 1.62856
64 H -3.05953 -4.19355 3.53953
65 O -5.12965 5.62175 -2.23979
66 H -0.64268 -0.67526 3.68022
67 H -2.55866 2.42222 -4.06112
68 H 3.38839 4.29664 2.60636
69 C -3.70942 -3.12343 -2.42351
70 C 0.72074 -5.46528 -1.95127
71 H 2.25688 8.60644 -1.71995
72 H -0.29417 -5.52204 -2.34477
73 H -1.32551 6.73101 1.18440
74 O 0.84788 -7.31351 -3.82575
75 O -0.66302 3.14437 0.75369
76 H 0.38650 -9.76642 -3.96764
77 H 5.46548 -0.48915 -1.03008
78 H -3.16910 1.12797 -4.90867
79 H 4.83583 -1.81022 -0.00033
80 H -5.50762 6.76171 -0.14940
81 H 1.88370 -1.42586 -2.65855
82 O 0.92032 4.62867 1.99492
83 H 4.53229 -7.11306 -0.15022
84 H 0.94107 -7.35878 -5.87525
85 C 4.60777 1.91492 -3.27719
86 C -2.41263 1.34612 -4.15484
87 C 1.25053 -7.94682 -5.01123
88 O -2.85566 -0.16030 3.20864
89 O 1.57967 4.73607 -2.65806
90 H -3.88922 -3.79532 -1.58426
91 O 0.08659 -0.71558 -0.43588
92 O 1.05240 7.25272 -2.62580
93 S 4.25983 0.45660 0.83973
94 H -3.17361 2.71703 2.71106
95 H 5.97624 -2.44991 4.04000
96 O 3.66866 0.08750 -4.45425
97 C 1.40148 8.61305 -2.39548
98 H 1.97612 -5.47069 3.55685
99 C -5.85815 3.19987 -1.52840
100 C 3.20246 4.68968 1.60684
101 H 2.17666 -3.63001 3.71513
102 H -3.61571 2.60495 1.00065
103 H 1.68135 -4.89884 1.10257
104 C -1.77009 -6.73586 2.38033
105 C -2.42220 -3.53807 2.94602
106 C 3.44033 0.93101 -3.32762
107 S 2.30426 -0.73534 -5.00765
108 H -0.53681 -7.32364 4.29135
109 H -2.88665 -2.58032 2.71128
110 H -4.97326 5.52574 2.57671
111 H -0.89985 1.26498 5.88044
112 H -3.56916 -1.51038 -0.96077
113 H 3.54725 7.44067 -3.79254
114 H -4.08628 6.71502 1.76439
115 O -1.99059 0.96219 -1.55089
116 C 5.18264 -2.14388 3.35834
117 O 0.73145 1.03980 1.90503
118 O -3.24797 3.91184 -1.95117
119 O 3.91443 -0.38285 2.22230
120 S -2.97432 0.59713 -2.56454
121 C 1.92244 4.35994 1.02547
122 S -4.51341 4.51759 -1.55302
123 C 1.72976 -4.47424 3.19011
124 C -6.47797 -0.87992 0.59957
125 C -1.03767 3.45526 5.74166
126 H -2.05976 -7.21536 1.44531
127 O -2.76416 -1.02057 -2.88239
128 C 2.21057 -4.23330 1.78454
129 C 3.11212 6.48880 -4.09700
130 V -0.10549 0.84946 -0.10418
131 O -0.83698 -3.43914 0.80156
132 H 0.56043 2.05744 5.98625
133 H 1.85194 9.07620 -3.27336
134 O 3.05515 -6.57296 -2.82534
135 H 5.53435 1.48548 -2.89622
136 H -5.64714 2.43079 -0.78536
137 H 1.95305 -3.19912 1.55593
138 O 3.02161 0.50546 0.09424
139 C -0.89112 -7.67060 3.32069
140 O 0.71037 1.75086 -1.12268
141 O -4.21563 -0.35495 1.09186
142 H 0.04744 -8.03029 2.89900
143 O 1.20810 0.21173 -5.10565
144 O 3.57734 -4.37896 1.74301
145 C -3.00841 -1.87309 -1.82223
146 O 2.64079 -1.46612 -6.26174
147 H 3.38587 0.26711 -2.46485
148 H -6.30177 -1.81766 0.07259
149 H -0.31263 4.25673 5.60004
150 H -1.92618 3.62002 5.13215
151 C 0.43656 -9.23615 -4.91864
152 H -2.68173 -6.48151 2.92100
153 H -0.18213 6.13298 -0.10576
154 H 5.92515 -0.21705 2.71666
155 C 3.83149 -6.62876 0.52980
156 H 2.31531 -8.17995 -5.01248
157 H -1.08876 3.49600 6.82970
158 H -0.62773 -9.04773 -5.05963
159 O 5.74849 -4.68841 0.60210
160 H 2.78265 -6.76233 0.26489
161 O 5.06887 1.64970 1.20421
162 H 4.25407 -2.54122 3.76818
163 H -1.42055 0.97923 -4.41805
164 H 1.93480 3.31481 0.71620
165 H 5.31576 -2.74898 2.46155
166 H 4.05453 4.60366 0.93255
167 C -0.39061 2.13161 5.45886
168 H -6.42195 5.38272 0.60776



5.
DFT (ωB97M-V/def2-TZVPD) results for a 2-piece molecular cluster, C14H16O overall in a non-equilibrium geometry.

Summary:
Structure (SMILES) = Cc1ccc(O)cc1.Cc1ccccc1
LUMO level = 0.7 eV
HOMO energy = -8.1 eV
Calculated total energy = -618.20870 Eh
Relative energy (zero: lowest compared OMol25 entry of this formula, charge and spin) = 281.7 kJ/mol
Kohn-Sham gap = 8.8 eV
Multiplicity = 1

CARTESIAN COORDINATES (ANGSTROEM)
1 H -1.76321 4.63791 -2.73768
2 H 1.88247 -2.45824 3.36702
3 C -0.82687 3.28991 -1.43071
4 C 1.53163 -2.58342 2.31200
5 H -0.09830 5.14918 -2.10923
6 H -0.94733 -0.06071 -0.89089
7 C 0.81742 -3.05086 -0.36160
8 C -0.86974 1.94948 -1.70756
9 C 1.82590 -1.67722 1.33363
10 H -0.89483 3.23038 1.99177
11 H 1.34066 -2.80846 -2.31031
12 C 0.61209 -3.56814 1.96897
13 C -0.79631 2.87832 0.91564
14 C -0.90439 0.98678 -0.66045
15 H 2.31358 -0.80845 1.75073
16 C 0.27407 -3.89071 0.65382
17 C 0.64922 -3.38014 -1.82209
18 H -0.34677 -3.17557 -2.18150
19 O -1.09598 0.70498 1.50153
20 C 1.56816 -1.84939 -0.00782
21 H 0.22520 -4.24961 2.65312
22 C -0.80260 4.34552 -2.49883
23 H 0.88999 -4.42236 -1.93525
24 C -0.67399 3.79677 -0.14224
25 H -1.10484 1.19175 2.46076
26 H -0.37392 -4.69625 0.29415
27 H 1.71260 -0.98837 -0.71854
28 H -0.96119 4.88844 -0.08744
29 H -1.08783 1.80754 -2.84700
30 H -0.47715 4.21100 -3.55778
31 C -0.99480 1.57179 0.58823



6.
DFT (ωB97M-V/def2-TZVPD) results for one molecule with the formula C5H5NO.

Summary:
Structure (SMILES) = C#CC(=O)[C@H]1CN1
LUMO level = 0.1 eV
HOMO energy = -10.0 eV
Calculated total energy = -323.40006 Eh
Relative energy (zero: lowest compared OMol25 entry of this formula, charge and spin) = 314.1 kJ/mol
Kohn-Sham gap = 10.1 eV
Multiplicity = 1

CARTESIAN COORDINATES (ANGSTROEM)
1 C -0.11585 -0.77456 -0.37106
2 H 0.24384 -2.04774 1.16684
3 H 2.07452 -0.74326 -0.75295
4 H -0.67121 3.45250 -1.03092
5 N 0.52951 -1.93550 0.19610
6 C -1.03108 0.07371 0.46020
7 H -0.37983 -0.82657 -1.42608
8 C 1.31321 -0.71836 0.02191
9 C -0.86959 2.50713 -0.57552
10 H 1.56667 -0.12311 0.89871
11 C -1.08237 1.43787 -0.06067
12 O -1.57782 -0.30211 1.47342



7.
DFT (ωB97M-V/def2-TZVPD) results for a 2-piece molecular cluster, C4H4ClF3N2 overall in a non-equilibrium geometry.

Summary:
LUMO level (spin up / spin down) = -0.5 / -0.5 eV
HOMO energy (spin up / spin down) = -8.8 / -8.8 eV
Calculated total energy = -1023.92439 Eh
Relative energy (zero: lowest compared OMol25 entry of this formula, charge and spin) = 303.8 kJ/mol
Kohn-Sham gap (spin up / spin down) = 8.4 / 8.4 eV
Multiplicity = 1

CARTESIAN COORDINATES (ANGSTROEM)
1 H -2.37459 0.58766 -1.28255
2 C -1.50474 1.30723 -0.89976
3 F -1.64167 -0.98170 0.62967
4 H 2.84642 -1.03385 1.15878
5 F 1.85806 1.75146 -0.26882
6 C 0.80154 -0.72048 0.84808
7 N -0.15777 -0.19645 0.13126
8 F 3.83755 1.14658 0.27201
9 N -0.36528 0.49689 -0.79990
10 Cl -2.02322 2.06388 0.69252
11 H -1.21396 2.29032 -1.43081
12 C 2.56091 0.85014 0.24094
13 C 2.16104 -0.27269 0.90137
14 H 0.46638 -1.57428 1.26741